A gas-phase ion, C2H4NO3P (charge -2), computed with the ωB97M-V functional and the def2-TZVPD basis.

```
11
Properties=species:S:1:pos:R:3:forces:R:3
C 1.1995 0.6458 -0.0266 -0.4 0.1 1.2
C 0.9567 -0.8206 0.2139 0.1 2.1 0.9
N 0.0902 0.2639 0.8319 -0.7 -1.6 -1.8
O -1.1955 0.0675 -1.5516 0.0 0.2 0.5
O -2.0807 -1.2497 0.4632 0.1 0.7 0.0
O -2.3676 1.3599 0.3660 0.5 -0.7 -0.1
P -1.5943 0.1043 -0.0625 0.1 0.2 0.0
H 1.9652 1.2125 0.4935 0.4 0.1 0.0
H 0.8722 1.0148 -0.9873 0.3 0.0 -0.5
H 0.7079 -1.2244 -0.7558 -0.7 -0.8 0.3
H 1.4464 -1.3741 1.0153 0.4 -0.1 -0.6
```
Positions in Å, forces in eV/Å.

Results
* Kohn-Sham gap: 6.3 eV
* net charge: -2
* E_LUMO: 7.3 eV
* ΔE to the lowest compared entry with this formula, charge and spin: 48.5 kJ/mol

---

A molecular structure, C35H69BBrClCuF4NSi5Te, computed with the ωB97M-V functional and the def2-TZVPD basis.

```
119
Properties=species:S:1:pos:R:3:forces:R:3
Cu -0.9088 -1.5107 0.2500 0.3 0.6 0.6
C -2.9083 1.2284 1.3473 0.2 -0.2 -0.2
Si -1.3101 0.2301 1.7384 -0.6 0.0 0.3
C -0.0362 1.6075 2.0694 0.0 -0.4 -0.1
C -1.7911 -0.6354 3.3925 0.2 0.1 -0.3
C -2.0298 0.0833 4.5646 0.0 0.1 0.1
C -2.4327 -0.5439 5.7346 0.0 0.0 0.0
C -2.6114 -1.9211 5.7490 0.0 -0.1 0.0
C -2.3705 -2.6495 4.5931 -0.1 0.0 0.1
C -1.9569 -2.0294 3.4121 0.0 -0.3 -0.1
Si -1.5356 -3.0764 1.8748 -0.1 0.2 0.2
C -0.1810 -4.3091 2.3881 -0.1 0.1 0.0
C -3.0614 -4.1095 1.3688 0.2 0.2 0.0
H -3.1949 1.8888 2.1707 0.1 0.0 0.1
H -3.7507 0.5633 1.1405 0.0 0.0 0.0
H -2.7416 1.8464 0.4617 0.0 0.0 0.0
H -0.4541 2.4488 2.6280 -0.1 0.0 0.1
H 0.3257 1.9794 1.1076 0.0 0.0 0.0
H 0.8299 1.2263 2.6106 0.0 0.1 0.0
H -1.8946 1.1618 4.5624 0.0 0.0 0.0
H -2.6082 0.0342 6.6349 0.0 0.0 0.0
H -2.9291 -2.4239 6.6552 0.0 0.0 0.0
H -2.5015 -3.7285 4.6126 0.0 0.0 0.0
H -0.4510 -4.8552 3.2972 -0.1 0.0 0.0
H 0.7501 -3.7718 2.5794 0.0 0.0 0.0
H 0.0120 -5.0378 1.5969 0.0 0.0 0.0
H -3.4277 -4.7405 2.1835 0.0 0.0 0.0
H -2.8095 -4.7613 0.5278 0.0 0.0 0.0
H -3.8798 -3.4600 1.0510 0.0 0.0 0.0
C -0.5450 4.7041 -1.9686 0.0 0.0 -0.1
C -1.8504 4.4445 -2.7381 0.0 -0.1 0.0
C -2.9890 4.6329 -1.7250 0.0 -0.1 -0.1
C -2.0050 5.5202 -3.8242 0.0 -0.1 0.0
Si -1.8609 2.6588 -3.4979 -0.1 0.0 0.1
Br -0.9467 1.3638 -1.9050 0.0 -0.1 0.0
C -0.7119 2.4768 -5.0376 -0.1 -0.1 0.0
C 0.6383 3.1602 -4.7762 -0.1 0.0 0.1
C -1.3468 3.0900 -6.2947 -0.1 0.0 0.1
C -0.3922 0.9995 -5.3251 0.0 0.0 0.1
C -3.6472 1.9325 -3.7458 0.1 0.1 0.0
C -3.5790 0.5984 -4.5008 0.1 0.1 0.0
C -4.3228 1.6445 -2.3965 0.1 0.0 0.0
C -4.5408 2.8961 -4.5413 0.1 0.0 0.0
H -0.5274 5.7495 -1.6417 0.0 0.0 0.0
H 0.3450 4.5246 -2.5693 0.0 0.0 0.1
H -0.4822 4.0734 -1.0827 0.0 0.0 0.0
H -2.8836 5.6125 -1.2473 0.0 0.0 0.0
H -2.9516 3.8745 -0.9410 0.0 0.0 0.0
H -3.9701 4.6048 -2.2010 0.0 0.0 0.1
H -2.0819 6.5049 -3.3517 0.0 0.0 0.0
H -2.9052 5.3647 -4.4245 0.0 0.1 0.0
H -1.1434 5.5430 -4.4925 0.0 0.0 0.0
H 0.5419 4.2374 -4.6349 0.0 0.0 0.0
H 1.2917 2.9990 -5.6392 0.0 0.0 0.0
H 1.1343 2.7259 -3.9059 0.0 0.0 0.0
H -1.5320 4.1598 -6.1820 0.0 0.0 -0.1
H -2.2934 2.6038 -6.5400 0.0 0.0 -0.1
H -0.6726 2.9525 -7.1459 0.0 0.0 0.0
H 0.0211 0.4927 -4.4511 0.0 0.0 -0.1
H 0.3644 0.9531 -6.1149 0.0 0.0 0.0
H -1.2623 0.4461 -5.6732 0.0 0.0 0.0
H -2.8774 -0.0915 -4.0265 0.0 0.0 -0.1
H -3.2832 0.7394 -5.5409 0.0 -0.1 0.0
H -4.5680 0.1272 -4.5024 0.0 0.0 0.0
H -3.7337 0.9511 -1.7964 0.0 0.0 0.0
H -5.3037 1.1891 -2.5723 0.0 0.0 -0.1
H -4.4793 2.5468 -1.8091 0.0 -0.1 0.0
H -4.1203 3.1223 -5.5231 -0.1 0.0 0.0
H -4.6868 3.8381 -4.0102 0.0 0.0 0.0
H -5.5267 2.4452 -4.6965 0.0 0.0 0.0
Cl 1.3443 -5.4851 -2.8725 0.1 0.0 0.0
C 0.0426 -4.3841 -2.5987 -0.1 -0.3 -0.3
C -1.1292 -4.5076 -3.3302 0.1 0.3 0.3
C -2.1254 -3.5729 -3.0848 0.0 -0.2 -0.3
C -1.9236 -2.5984 -2.1343 0.1 0.2 0.2
N -0.8074 -2.5224 -1.3922 0.0 -0.7 -1.0
C 0.1776 -3.3942 -1.6485 0.0 0.4 0.4
H -1.2490 -5.2921 -4.0627 0.0 0.0 0.0
H -3.0489 -3.5937 -3.6473 0.0 0.0 0.0
H -2.6671 -1.8333 -1.9469 -0.1 -0.1 0.1
H 1.0890 -3.2742 -1.0768 0.0 -0.1 0.0
C 5.4809 -2.3215 -0.2982 -0.2 0.0 0.3
Si 5.7527 -2.0880 1.5430 0.4 0.0 0.1
C 6.3430 -0.3273 1.8965 -0.2 -0.2 -0.1
C 7.0988 -3.2962 2.1341 -0.2 0.1 -0.1
C 4.2179 -2.4608 2.5661 0.0 0.1 -0.4
Te 2.5134 -1.2408 2.0081 0.0 -0.2 0.7
C 1.7313 -1.3848 4.0377 0.1 0.2 -0.2
Si 2.3865 -0.2174 5.3470 0.0 0.2 0.4
C 4.2721 -0.2309 5.5184 -0.2 -0.1 -0.2
C 1.8653 1.5809 5.1054 0.0 -0.3 -0.1
C 1.6329 -0.7967 6.9900 0.1 0.1 -0.2
H 6.4200 -2.2367 -0.8486 0.0 0.0 0.0
H 4.7900 -1.5764 -0.6985 0.0 0.0 0.0
H 5.0475 -3.3002 -0.5149 0.0 0.0 0.0
H 7.2122 -0.0746 1.2855 0.0 0.0 0.0
H 6.6186 -0.1905 2.9447 0.0 0.0 0.0
H 5.5486 0.3833 1.6588 0.0 0.0 0.0
H 8.0434 -3.1208 1.6140 0.0 0.0 0.0
H 6.7995 -4.3290 1.9396 0.0 0.0 0.0
H 7.2841 -3.2010 3.2064 0.0 0.0 0.0
H 4.4062 -2.2602 3.6214 0.0 0.1 0.0
H 3.9382 -3.5113 2.4679 -0.1 0.0 0.0
H 1.8883 -2.4178 4.3572 0.0 0.0 -0.1
H 0.6517 -1.2459 3.9462 0.0 0.0 0.1
H 4.7530 0.0336 4.5734 0.0 0.0 0.0
H 4.6501 -1.2096 5.8241 0.0 0.0 0.0
H 4.5903 0.4951 6.2698 -0.1 0.0 0.0
H 2.2728 1.9997 4.1838 0.0 0.0 0.0
H 2.2236 2.1925 5.9368 0.0 -0.1 0.0
H 0.7779 1.6674 5.0631 0.0 0.0 0.0
H 1.9472 -1.8135 7.2372 0.0 0.0 0.0
H 0.5424 -0.7970 6.9160 0.0 0.0 0.0
H 1.9160 -0.1451 7.8204 0.0 0.0 0.0
F 2.2347 -0.8022 -0.8546 -0.1 0.0 -0.5
B 2.4485 -1.0446 -2.2494 0.2 0.2 0.2
F 2.7370 -2.4152 -2.4098 0.1 0.0 -0.1
F 1.2818 -0.7239 -2.9632 0.0 -0.1 0.0
F 3.5232 -0.2613 -2.6892 -0.1 -0.1 0.0
```
Positions in Å, forces in eV/Å.

Results
* Kohn-Sham gap (spin up / spin down): 5.9 / 6.8 eV
* net charge: -1
* expectation value of S²: 0.756
* E_LUMO (spin up / spin down): 2.3 / 1.9 eV
* 2S+1: 2
* ΔE to the lowest compared entry with this formula, charge and spin: 38.8 kJ/mol

---

A single C25H28N6O4 molecule, computed with the ωB97M-V functional and the def2-TZVPD basis.

```
63
Properties=species:S:1:pos:R:3:forces:R:3
C -3.6383 -3.4806 -0.6217 0.4 0.0 -0.2
C -2.2748 -4.0664 -0.9550 -0.3 -0.3 0.5
H -2.3613 -4.9294 -1.6179 0.1 0.1 0.1
H -1.7380 -4.3474 -0.0430 -0.1 0.0 -0.2
O -1.4904 -3.1119 -1.6779 0.0 -0.1 -0.4
C -0.7989 -2.2348 -0.9717 0.3 0.3 -0.2
O -0.6507 -2.2529 0.2199 0.0 0.0 0.2
C -0.2065 -1.1612 -1.8870 0.1 -0.7 0.1
N -1.1670 -0.0955 -1.9643 -0.1 1.5 -0.3
C -0.9794 1.2376 -2.1398 -0.3 -0.8 -0.2
N -2.1638 1.8049 -2.1285 0.8 0.8 -0.3
N -3.0487 0.8365 -1.9323 -1.0 0.0 0.0
N -2.4841 -0.2908 -1.8298 0.0 -1.2 0.1
C 0.3389 1.8881 -2.3479 0.1 0.2 -0.1
N 1.3180 1.3894 -1.3884 0.1 0.1 -0.1
C 2.6868 1.5157 -1.8845 0.0 -0.1 0.0
C 3.6482 0.7836 -0.9883 0.1 0.2 -0.1
C 3.6743 -0.6080 -0.9735 0.1 0.1 0.1
C 4.5321 -1.2909 -0.1404 0.1 -0.1 0.1
C 5.3989 -0.5968 0.7061 -0.1 0.0 -0.1
C 5.3838 0.7930 0.6932 0.3 -0.2 0.3
C 4.5123 1.4661 -0.1469 -0.2 -0.1 -0.2
H 4.5111 2.5467 -0.1425 0.0 0.1 0.0
H 6.0411 1.3638 1.3299 0.1 0.0 0.1
O 6.2073 -1.3642 1.4868 -0.3 -0.1 -0.2
C 7.1019 -0.7237 2.3636 0.2 0.1 0.1
H 6.5733 -0.1088 3.0993 0.0 0.0 0.0
H 7.6326 -1.5229 2.8785 0.0 0.1 0.0
H 7.8223 -0.1031 1.8208 0.0 0.0 0.0
H 4.5559 -2.3690 -0.1249 0.0 -0.1 0.0
H 3.0185 -1.1618 -1.6291 -0.1 -0.1 -0.1
H 2.7190 1.0690 -2.8833 0.0 0.1 0.0
H 2.9849 2.5737 -1.9687 0.0 0.0 -0.1
C 1.1832 2.0569 -0.0890 0.1 0.0 0.2
C -0.2302 2.0113 0.4093 0.1 -0.2 0.3
C -0.7772 0.9016 0.9538 0.3 0.5 -0.1
C -2.1576 0.8459 1.3092 -0.4 0.3 0.0
C -2.7634 -0.3154 1.8031 -0.2 0.2 0.0
C -4.1126 -0.3504 2.0788 0.1 -0.1 0.0
C -4.8758 0.8029 1.8573 0.2 0.1 -0.1
C -4.3070 1.9580 1.3762 0.0 0.0 0.0
C -2.9401 1.9951 1.0953 0.1 -0.7 0.2
N -2.3358 3.1246 0.6185 -0.1 0.4 0.0
C -1.0222 3.2288 0.2318 -0.3 0.0 0.2
O -0.5888 4.2800 -0.2121 0.2 0.2 -0.2
H -2.9112 3.9381 0.4355 0.2 -0.1 0.0
H -4.9088 2.8377 1.2023 -0.1 0.1 0.0
H -5.9353 0.7775 2.0665 -0.1 0.0 0.0
C -4.7744 -1.5900 2.6007 0.0 0.1 0.0
H -4.0474 -2.3835 2.7521 0.0 -0.1 0.0
H -5.5317 -1.9380 1.8991 -0.1 -0.1 0.0
H -5.2690 -1.3847 3.5492 0.0 -0.1 0.1
H -2.1458 -1.1899 1.9469 0.0 -0.1 0.0
H -0.1848 0.0063 1.0832 0.1 -0.1 0.0
H 1.8469 1.5386 0.6076 -0.1 0.1 0.0
H 1.4857 3.1134 -0.1642 0.1 -0.1 0.0
H 0.1962 2.9765 -2.2885 0.0 -0.1 -0.1
H 0.6785 1.6421 -3.3602 0.0 0.1 0.1
H -0.0368 -1.5838 -2.8826 0.0 0.1 0.1
H 0.7141 -0.7445 -1.4657 -0.3 -0.2 -0.1
H -4.2323 -4.2162 -0.0869 -0.1 -0.1 0.1
H -4.1543 -3.1932 -1.5335 -0.1 0.0 -0.1
H -3.5212 -2.5935 -0.0044 0.0 0.1 0.1
```
Positions in Å, forces in eV/Å.

Results
* Kohn-Sham gap: 8.3 eV
* net charge: 0
* E_LUMO: 0.4 eV
* ΔE to the lowest compared entry with this formula, charge and spin: 8.4 kJ/mol

---

7 unconnected molecules or ions with the total composition C41H57F8NO21S, computed with the ωB97M-V functional and the def2-TZVPD basis.

```
129
Properties=species:S:1:pos:R:3:forces:R:3
C 7.4832 4.6649 -2.1775 -0.2 0.0 0.3
C 6.1518 5.2679 -2.6672 0.3 -0.1 0.0
C 5.5770 4.6720 -3.9562 -0.3 0.1 0.1
F 6.5906 4.1178 -4.7472 -0.1 0.1 -0.1
C 4.3951 3.6629 -3.8334 0.0 -0.2 0.0
N 3.3585 3.9191 -4.8124 -0.1 0.3 -0.2
C 2.4039 4.9462 -4.3704 0.0 -0.3 0.4
C 1.2596 4.3064 -3.6204 -0.2 0.0 0.0
C 0.9825 4.6326 -2.2992 0.0 -0.1 -0.1
C -0.0388 3.9812 -1.6108 0.0 -0.1 -0.1
C -0.7989 2.9936 -2.2252 -0.1 0.2 -0.1
C -1.8587 2.2264 -1.4842 0.5 -0.3 0.0
C -0.5405 2.6954 -3.5670 0.2 0.1 0.1
C 0.4742 3.3402 -4.2501 0.0 0.0 0.1
C 4.9274 2.2252 -3.9717 0.3 0.4 -0.1
O 5.9349 1.9029 -3.0660 -0.2 -0.3 0.1
C 5.6431 2.0509 -1.6707 0.1 0.1 0.3
S 3.6208 0.9587 -3.9349 -0.9 0.2 -0.2
O 3.0809 0.8282 -2.6097 0.3 -0.1 0.0
O 2.7236 1.0757 -5.0438 0.4 -0.2 0.0
C 4.4993 -0.6711 -4.3321 -0.1 -0.1 0.3
F 4.7768 -0.7183 -5.6453 0.0 0.0 0.2
F 3.5046 -1.5506 -4.0700 0.2 0.1 -0.1
C 5.7390 -1.1608 -3.5244 0.0 -0.3 0.0
F 5.7609 -2.5095 -3.6603 0.0 0.3 0.1
F 5.5599 -0.8889 -2.2160 0.1 0.0 -0.4
C 7.1567 -0.6377 -4.0001 0.3 0.0 0.1
F 7.0545 0.3087 -4.9429 0.1 -0.3 0.4
F 7.8568 -1.6596 -4.5204 -0.3 0.5 0.2
F 7.8474 -0.1567 -2.9547 -0.3 -0.2 -0.5
H 7.8967 3.9355 -2.8678 0.0 0.1 -0.1
H 7.3385 4.1721 -1.2188 0.1 0.0 -0.1
H 8.2063 5.4619 -2.0075 0.1 -0.1 -0.1
H 6.3041 6.3324 -2.8436 0.0 0.0 0.0
H 5.4004 5.1969 -1.8778 0.0 0.1 -0.1
H 5.1704 5.4935 -4.5521 0.0 0.0 0.0
H 3.9309 3.7725 -2.8504 0.0 0.0 0.0
H 3.7574 4.1936 -5.7008 0.1 -0.2 0.0
H 2.8772 5.6590 -3.6814 0.0 0.2 -0.2
H 2.0467 5.4895 -5.2442 0.0 0.0 0.0
H 1.5701 5.3886 -1.7905 0.0 0.0 0.0
H -0.2320 4.2386 -0.5768 0.0 0.0 0.0
H -1.9050 2.5266 -0.4386 -0.2 0.1 0.0
H -1.5755 1.1709 -1.4946 -0.1 0.0 0.1
H -2.8369 2.2864 -1.9567 -0.1 0.1 0.1
H -1.1162 1.9302 -4.0743 -0.1 0.0 0.0
H 0.6847 3.0676 -5.2763 0.1 0.0 0.0
H 5.3525 2.1269 -4.9730 0.0 -0.1 0.0
H 4.8384 1.3996 -1.3472 -0.1 0.0 0.0
H 6.5568 1.7751 -1.1491 0.0 0.0 -0.1
H 5.3980 3.0792 -1.4093 0.0 0.0 -0.1
C -0.3138 -3.9658 -2.3215 -0.2 -0.1 -0.2
C -0.8578 -2.5675 -2.2003 0.0 -0.1 0.0
C -1.8131 -2.3267 -1.0502 0.1 0.0 0.1
O -2.6288 -1.2595 -1.5561 0.0 -0.1 0.1
C -2.6291 -1.3458 -2.9091 0.1 0.0 0.0
O -3.3457 -0.7231 -3.6213 -0.1 0.1 -0.1
O -1.7052 -2.2407 -3.3226 0.1 0.1 0.0
H 0.3941 -4.1631 -1.5167 0.0 0.0 0.0
H -1.1185 -4.7006 -2.2731 0.0 0.0 0.0
H 0.1989 -4.0917 -3.2741 0.1 0.0 0.0
H -0.0425 -1.8381 -2.1836 0.0 0.0 0.0
H -1.3224 -2.0194 -0.1301 0.0 0.1 0.0
H -2.4564 -3.1858 -0.8528 0.1 -0.1 0.0
C -7.8844 -2.7994 -0.2148 -0.1 -0.2 0.2
C -6.4108 -2.8379 0.0823 -0.1 0.0 -0.1
C -5.5738 -3.7253 -0.8159 0.0 0.0 -0.1
O -4.4869 -4.1000 0.0622 -0.1 -0.1 -0.1
C -4.9540 -4.0349 1.3282 -0.2 0.0 0.1
O -4.3688 -4.4408 2.2878 0.2 -0.2 -0.1
O -6.1560 -3.4528 1.3677 0.0 0.1 0.1
H -8.0623 -2.2522 -1.1402 0.0 0.0 0.0
H -8.2827 -3.8103 -0.3119 0.0 0.0 0.0
H -8.4162 -2.2985 0.5931 0.0 0.1 0.0
H -5.9960 -1.8271 0.1214 0.0 0.0 0.0
H -5.1852 -3.2180 -1.6957 0.1 0.0 0.1
H -6.1040 -4.6329 -1.1086 -0.1 0.0 0.0
C -5.4326 -2.4308 4.6068 -0.2 0.0 -0.1
C -6.0254 -1.0557 4.4500 0.1 -0.1 0.1
C -7.0833 -0.6629 5.4562 0.0 0.1 0.1
O -7.8816 0.2676 4.7061 0.0 -0.1 0.0
C -7.7593 -0.0461 3.3961 0.1 0.0 0.1
O -8.4260 0.4095 2.5241 -0.1 0.0 -0.1
O -6.7741 -0.9529 3.2176 0.1 0.1 0.0
H -4.7938 -2.4710 5.4900 0.0 0.1 0.0
H -6.2165 -3.1836 4.7012 0.0 0.0 0.0
H -4.8415 -2.6928 3.7352 0.1 0.0 0.0
H -5.2357 -0.2996 4.4161 0.0 0.0 0.0
H -6.6852 -0.1865 6.3483 0.0 0.1 -0.1
H -7.7155 -1.5102 5.7339 0.0 0.0 0.0
C 7.0855 4.4497 4.4943 -0.1 0.2 0.0
C 6.5674 3.8911 3.1960 0.1 0.0 0.1
C 7.5243 3.9392 2.0231 0.0 0.0 0.0
O 6.6246 4.0174 0.9076 0.0 0.0 0.2
C 5.4754 4.5921 1.3409 0.0 0.0 0.0
O 4.6002 4.9534 0.6243 -0.1 0.0 -0.1
O 5.4756 4.6870 2.6860 0.0 -0.1 0.0
H 7.8433 3.7873 4.9117 0.0 0.0 0.0
H 7.5223 5.4376 4.3449 0.0 0.0 0.0
H 6.2753 4.5490 5.2149 0.0 -0.1 0.0
H 6.1886 2.8747 3.3366 0.0 0.0 0.0
H 8.1581 3.0613 1.9317 -0.1 0.0 -0.1
H 8.1417 4.8402 2.0316 0.0 0.0 0.1
C -1.1900 0.6934 4.0806 -0.2 -0.2 0.0
C -1.7074 1.3466 5.3350 0.1 0.0 -0.1
C -1.0669 0.8977 6.6321 0.0 0.0 0.0
O -2.1238 1.1028 7.5797 0.1 0.0 0.0
C -3.2985 1.0077 6.9150 0.1 -0.1 -0.1
O -4.3676 0.9424 7.4259 -0.1 0.0 0.1
O -3.0807 0.9840 5.5801 0.0 0.1 -0.1
H -0.1838 1.0489 3.8593 0.0 0.0 0.0
H -1.1666 -0.3918 4.1898 0.0 0.0 0.0
H -1.8347 0.9302 3.2353 0.0 0.1 0.0
H -1.6699 2.4357 5.2448 0.0 0.0 0.0
H -0.1919 1.4749 6.9177 -0.1 0.1 0.1
H -0.8188 -0.1662 6.6173 0.0 0.0 -0.1
C -4.4082 -9.6328 1.3851 -0.2 -0.1 -0.1
C -4.9782 -8.2417 1.4650 0.1 -0.1 0.0
C -5.9572 -7.9873 2.5916 0.0 0.0 0.1
O -6.7783 -6.9491 2.0437 -0.1 -0.1 0.0
C -6.7524 -7.0664 0.7000 0.1 0.1 0.0
O -7.4485 -6.4516 -0.0441 -0.1 0.0 -0.1
O -5.8088 -7.9539 0.3177 0.0 0.0 0.0
H -3.7128 -9.7998 2.2074 0.0 0.0 0.0
H -5.2000 -10.3813 1.4336 0.0 0.0 0.0
H -3.8754 -9.7717 0.4455 0.1 0.0 0.0
H -4.1800 -7.4944 1.4826 0.0 0.0 0.0
H -5.4925 -7.6461 3.5123 0.0 0.1 0.0
H -6.5867 -8.8577 2.7926 0.0 0.0 0.0
```
Positions in Å, forces in eV/Å.

Results
* Kohn-Sham gap: 8.6 eV
* net charge: 0
* E_LUMO: 0.1 eV

---

no.,largest force on an atom (hartree/bohr),E (Eh)
1,0.049,-700.44381
2,0.024,-8244.76101
3,0.030,-1598.96211
4,0.019,-4428.48857